No. 1
137
Properties=species:S:1:pos:R:3:lowdin_charge:R:1 method="wB97M-V/def2-TZVPD" gap_ev=3.908 lumo_energy_ev=-6.4 homo_energy_ev=-10.27
Ca -5.11 1.03 0.05 1.969
P 0.27 -0.11 -0.35 0.054
F -0.49 0.86 0.70 -0.215
F -0.82 -1.19 0.12 -0.193
F -0.88 0.31 -1.38 -0.210
F 0.87 -1.00 -1.55 -0.146
F 1.22 1.14 -0.83 -0.175
F 1.27 -0.54 0.75 -0.098
P -7.25 -4.11 -2.23 0.174
F -8.69 -4.94 -2.05 -0.201
F -7.89 -3.39 -3.51 -0.168
F -7.82 -2.93 -1.23 -0.226
F -5.87 -3.23 -2.34 -0.218
F -6.55 -4.84 -0.98 -0.171
F -6.58 -5.20 -3.24 -0.181
C -2.66 5.03 10.37 -0.021
C -3.46 5.66 9.24 -0.300
C -2.59 6.55 8.31 -0.103
O -3.01 6.25 7.02 0.073
C -3.59 5.05 7.05 -0.546
O -4.13 4.47 6.11 0.108
O -3.76 4.67 8.31 0.087
H -1.88 4.38 9.98 0.093
H -3.18 4.29 10.99 0.082
H -2.36 5.80 11.08 0.090
H -4.35 6.20 9.57 0.157
H -1.53 6.32 8.32 0.141
H -2.83 7.62 8.39 0.139
C 5.79 4.18 -5.53 -0.018
C 5.23 4.30 -6.96 -0.353
C 4.10 3.35 -7.29 -0.094
O 3.12 4.23 -7.80 0.075
C 3.43 5.52 -7.52 -0.545
O 2.80 6.51 -7.70 0.160
O 4.71 5.58 -7.08 0.086
H 5.01 4.33 -4.79 0.091
H 6.60 4.88 -5.36 0.082
H 6.22 3.19 -5.36 0.084
H 6.02 4.18 -7.70 0.151
H 3.78 2.83 -6.39 0.139
H 4.41 2.73 -8.12 0.140
C -5.54 3.00 -7.02 -0.083
O -6.89 3.20 -6.85 0.000
C -7.50 2.57 -5.77 -0.499
O -6.96 2.01 -4.80 0.067
O -8.80 2.81 -5.89 -0.001
C -9.79 2.06 -5.35 -0.075
H -5.11 2.25 -6.36 0.090
H -4.94 3.88 -6.84 0.098
H -5.44 2.59 -8.03 0.103
H -9.51 1.67 -4.37 0.090
H -9.89 1.10 -5.86 0.107
H -10.70 2.67 -5.37 0.107
C -4.25 -4.41 5.13 -0.064
O -5.63 -4.17 5.32 -0.023
C -6.23 -2.95 4.95 -0.431
O -5.82 -2.05 4.20 0.054
O -7.56 -3.04 5.36 -0.039
C -8.52 -2.00 5.11 -0.051
H -3.58 -4.02 5.90 0.092
H -3.94 -4.13 4.13 0.100
H -4.08 -5.46 5.36 0.096
H -8.77 -1.97 4.04 0.089
H -8.14 -1.02 5.41 0.087
H -9.47 -2.13 5.62 0.092
C 2.00 -1.01 7.50 -0.082
O 3.37 -1.28 7.72 -0.012
C 3.90 -2.54 7.96 -0.465
O 5.12 -2.77 7.98 0.096
O 2.89 -3.50 8.04 -0.070
C 3.24 -4.90 8.31 -0.012
H 1.81 -0.25 6.74 0.090
H 1.53 -0.64 8.41 0.091
H 1.41 -1.82 7.09 0.089
H 2.40 -5.59 8.23 0.085
H 3.49 -4.94 9.37 0.094
H 3.98 -5.19 7.57 0.097
C 8.72 2.17 0.53 -0.048
O 7.64 2.78 1.18 -0.010
C 7.52 2.62 2.48 -0.591
O 8.09 1.79 3.16 0.133
O 6.75 3.62 2.95 -0.001
C 5.85 4.42 2.24 -0.062
H 9.02 2.69 -0.38 0.095
H 8.45 1.11 0.47 0.106
H 9.70 2.21 1.01 0.096
H 6.30 4.71 1.29 0.087
H 5.47 5.30 2.77 0.096
H 5.01 3.81 1.92 0.098
C -1.21 -0.85 -13.91 -0.080
O -1.87 -1.40 -12.79 -0.041
C -1.28 -1.59 -11.51 -0.466
O -0.13 -1.20 -11.18 0.063
O -2.18 -2.14 -10.69 -0.007
C -1.91 -2.39 -9.29 -0.017
H -1.95 -0.29 -14.46 0.089
H -0.69 -1.50 -14.62 0.093
H -0.55 -0.04 -13.59 0.089
H -0.85 -2.32 -9.04 0.092
H -2.29 -3.36 -8.97 0.094
H -2.46 -1.66 -8.69 0.092
C -4.17 8.37 -3.33 -0.093
O -2.95 8.40 -2.76 -0.019
C -2.61 7.48 -1.82 -0.552
O -3.27 6.46 -1.55 0.067
O -1.50 7.72 -1.17 0.013
C -0.50 8.66 -1.57 -0.015
H -4.87 7.83 -2.69 0.095
H -4.14 7.92 -4.33 0.104
H -4.50 9.41 -3.38 0.102
H 0.14 8.12 -2.26 0.107
H 0.03 8.99 -0.67 0.097
H -0.97 9.56 -1.95 0.094
C 12.03 -4.63 1.73 -0.074
O 10.70 -4.95 1.50 0.021
C 9.78 -4.62 2.41 -0.626
O 9.92 -4.17 3.52 0.128
O 8.64 -4.76 1.84 0.029
C 7.41 -4.57 2.44 -0.061
H 12.38 -3.98 0.92 0.093
H 12.65 -5.52 1.66 0.091
H 12.34 -4.16 2.66 0.097
H 7.37 -5.06 3.42 0.102
H 6.61 -4.78 1.73 0.103
H 7.17 -3.57 2.78 0.097
C -0.20 -8.64 0.47 -0.022
O 0.01 -9.90 1.15 -0.035
C 0.55 -9.94 2.42 -0.529
O 1.08 -8.98 3.04 0.060
O 0.57 -11.21 2.78 -0.001
C 1.03 -11.60 4.06 -0.037
H 0.43 -8.50 -0.41 0.094
H -0.25 -7.82 1.19 0.092
H -1.23 -8.81 0.13 0.091
H 2.04 -11.94 3.84 0.099
H 0.43 -12.44 4.42 0.093
H 1.06 -10.84 4.85 0.095

No. 2
108
Properties=species:S:1:pos:R:3:lowdin_charge:R:1 method="wB97M-V/def2-TZVPD" gap_ev=8.491 lumo_energy_ev=-3.1 homo_energy_ev=-11.56 charge=+1 relative_energy_kcal_mol=0.00
C -1.57 -5.61 -0.42 -0.083
C -1.21 -4.42 -1.40 -0.392
C -0.98 -5.09 -2.83 -0.100
C -2.49 -3.49 -1.50 -0.141
C -2.53 -2.28 -0.47 -0.299
C -3.97 -2.24 0.18 -0.070
C -1.46 -2.34 0.68 -0.205
O -0.25 -1.69 0.19 -0.264
P 0.99 -1.71 1.28 1.069
C 2.20 -0.42 0.66 -0.239
C 1.98 -0.13 -0.88 -0.212
C 3.35 0.25 -1.57 -0.161
C 4.22 1.27 -0.76 -0.175
O 5.42 1.56 -1.56 -0.086
C 6.36 0.54 -1.40 -0.308
O 7.10 0.54 -0.46 0.101
C 0.52 -1.20 3.01 -0.194
C 0.17 -2.37 4.01 -0.414
O -0.98 -3.13 3.66 -0.065
C -0.15 -1.68 5.42 -0.237
N -0.55 -2.64 6.45 0.005
C 1.75 -3.44 1.20 -0.321
C 3.04 -3.50 0.55 -0.024
C 3.63 -4.86 0.43 0.001
C 2.77 -5.90 1.01 -0.024
C 1.49 -5.66 1.66 -0.096
N 0.98 -4.41 1.74 0.071
H -2.28 -5.22 0.36 0.076
H -0.67 -6.13 0.00 0.056
H -2.12 -6.38 -1.02 0.088
H -0.26 -3.89 -1.17 0.112
H -0.18 -5.89 -2.76 0.080
H -1.92 -5.64 -3.11 0.083
H -0.67 -4.34 -3.61 0.079
H -3.38 -4.14 -1.29 0.121
H -2.57 -3.12 -2.55 0.119
H -2.33 -1.34 -1.06 0.145
H -3.97 -1.41 0.94 0.085
H -4.19 -3.23 0.67 0.092
H -4.71 -2.05 -0.66 0.064
H -1.88 -1.73 1.54 0.112
H -1.31 -3.37 1.08 0.103
H 1.90 0.52 1.21 0.113
H 3.24 -0.71 0.94 0.087
H 1.59 -1.04 -1.41 0.108
H 1.18 0.66 -1.01 0.127
H 3.13 0.64 -2.59 0.131
H 3.94 -0.70 -1.68 0.112
H 4.62 0.85 0.21 0.102
H 3.73 2.26 -0.60 0.147
H 6.46 -0.27 -2.18 0.160
H -0.29 -0.42 3.04 0.126
H 1.43 -0.68 3.43 0.118
H 1.06 -3.03 4.18 0.147
H -1.73 -2.50 3.70 0.102
H 0.67 -0.99 5.75 0.122
H -1.06 -1.03 5.23 0.127
H 0.08 -3.44 6.50 0.077
H -1.52 -2.93 6.36 0.072
H 3.58 -2.62 0.12 0.092
H 4.60 -5.06 -0.07 0.114
H 3.13 -6.95 0.94 0.113
H 0.91 -6.52 2.05 0.130
C -6.14 2.33 -3.13 -0.217
C -7.53 2.22 -2.50 -0.202
C -7.83 0.73 -2.31 -0.217
S -6.25 -0.08 -2.12 0.679
O -6.04 -0.96 -3.26 -0.319
O -6.11 -0.55 -0.76 -0.346
C -5.25 1.38 -2.34 -0.257
H -5.76 3.35 -3.10 0.079
H -6.19 2.02 -4.18 0.128
H -7.52 2.72 -1.52 0.123
H -8.29 2.71 -3.11 0.117
H -8.44 0.55 -1.43 0.104
H -8.33 0.31 -3.19 0.107
H -4.33 1.12 -2.86 0.091
H -5.02 1.78 -1.36 0.103
C -1.25 5.59 -3.00 -0.221
C -2.38 6.16 -3.86 -0.210
C -3.53 5.15 -3.82 -0.219
S -3.40 4.30 -2.25 0.669
O -3.09 2.91 -2.51 -0.331
O -4.49 4.70 -1.40 -0.313
C -1.91 5.12 -1.71 -0.228
H -0.48 6.34 -2.80 0.119
H -0.78 4.75 -3.51 0.119
H -2.71 7.12 -3.45 0.121
H -2.05 6.34 -4.89 0.118
H -4.50 5.65 -3.88 0.108
H -3.45 4.41 -4.62 0.111
H -1.29 4.43 -1.14 0.106
H -2.20 5.96 -1.08 0.112
C 7.74 4.38 2.82 -0.217
C 7.36 3.25 1.85 -0.214
C 6.11 2.57 2.41 -0.224
S 5.24 3.82 3.36 0.661
O 5.25 3.43 4.75 -0.317
O 4.02 4.17 2.68 -0.340
C 6.44 5.12 3.13 -0.230
H 8.48 5.05 2.39 0.119
H 8.15 3.95 3.74 0.122
H 7.13 3.68 0.87 0.120
H 8.17 2.54 1.72 0.116
H 5.46 2.21 1.62 0.065
H 6.37 1.75 3.09 0.109
H 6.50 5.73 4.02 0.111
H 6.12 5.72 2.28 0.109

No. 3
102
Properties=species:S:1:pos:R:3:lowdin_charge:R:1 method="wB97M-V/def2-TZVPD" gap_ev=7.038 lumo_energy_ev=2.3 homo_energy_ev=-4.76 charge=-1
C -1.13 -2.82 3.02 -0.031
C -0.91 -1.51 2.89 -0.245
C 0.17 -0.90 2.07 -0.259
P -0.34 0.25 0.57 0.704
F -0.71 1.43 1.82 -0.333
C -0.96 1.55 -0.72 -0.245
C -0.05 2.54 -1.46 -0.251
C 0.66 2.04 -2.72 -0.269
C 1.10 3.21 -3.62 -0.115
C 0.14 -1.16 -0.66 -0.275
C -0.38 -1.24 -2.09 -0.244
C -0.39 -2.67 -2.64 -0.216
C 0.98 -3.36 -2.44 -0.280
S 1.50 -4.33 -3.86 0.363
O 0.94 -3.83 -5.08 -0.347
O 1.44 -5.72 -3.55 -0.349
Cl 3.51 -3.85 -3.92 0.350
C 1.48 0.89 0.54 -0.275
C 1.87 2.06 1.43 -0.233
C 3.36 2.48 1.22 -0.111
C 4.26 1.43 1.82 -0.521
O 4.80 0.56 1.20 0.105
O 4.41 1.50 3.19 0.080
C -2.22 -0.32 0.66 -0.225
C -2.74 -1.49 0.12 -0.077
C -4.09 -1.80 0.23 -0.169
N -4.99 -1.04 0.84 0.037
C -4.51 0.09 1.35 -0.179
C -3.18 0.49 1.28 -0.099
H -1.96 -3.20 3.61 0.039
H -0.50 -3.55 2.52 0.046
H -1.58 -0.83 3.41 0.099
H 0.87 -1.68 1.75 0.070
H 0.73 -0.22 2.72 0.068
H -1.63 2.17 -0.11 0.050
H -1.64 1.10 -1.46 0.075
H 0.67 3.02 -0.79 0.090
H -0.70 3.37 -1.81 0.104
H 1.54 1.45 -2.46 0.089
H -0.05 1.42 -3.26 0.092
H 1.14 4.15 -3.07 0.064
H 2.07 3.03 -4.09 0.060
H 0.38 3.35 -4.44 0.064
H 1.23 -1.17 -0.68 0.065
H -0.13 -2.10 -0.15 0.069
H 0.27 -0.66 -2.75 0.096
H -1.40 -0.86 -2.19 0.096
H -1.17 -3.27 -2.16 0.110
H -0.63 -2.64 -3.71 0.100
H 0.95 -4.09 -1.64 0.108
H 1.78 -2.65 -2.25 0.070
H 2.07 0.04 0.90 0.065
H 1.84 1.04 -0.49 0.065
H 1.26 2.95 1.27 0.098
H 1.74 1.75 2.47 0.093
H 3.58 2.53 0.15 0.119
H 3.54 3.46 1.66 0.114
H 3.59 1.83 3.58 0.100
H -2.11 -2.22 -0.37 0.074
H -4.46 -2.72 -0.21 0.093
H -5.23 0.73 1.86 0.092
H -2.90 1.43 1.73 0.095
C -8.03 5.81 1.11 -0.116
C -6.76 6.01 0.30 -0.273
C -6.80 5.37 -1.08 -0.233
C -6.98 3.85 -1.08 -0.230
C -5.90 3.09 -0.31 -0.268
C -4.49 3.27 -0.87 -0.095
H -8.22 4.75 1.30 0.065
H -7.96 6.31 2.08 0.066
H -8.90 6.22 0.59 0.071
H -5.90 5.62 0.86 0.099
H -6.58 7.09 0.18 0.101
H -5.89 5.63 -1.63 0.099
H -7.63 5.81 -1.65 0.105
H -6.98 3.50 -2.12 0.108
H -7.96 3.59 -0.67 0.099
H -6.14 2.02 -0.33 0.100
H -5.92 3.38 0.75 0.098
H -4.45 2.94 -1.91 0.081
H -3.78 2.68 -0.30 0.039
H -4.16 4.31 -0.83 0.069
C 4.01 -3.38 0.26 -0.095
C 5.46 -2.93 0.44 -0.261
C 6.48 -4.02 0.11 -0.228
C 6.40 -5.27 0.99 -0.232
C 6.54 -5.00 2.49 -0.272
C 7.89 -4.38 2.87 -0.116
H 3.76 -4.20 0.93 0.069
H 3.33 -2.56 0.48 0.062
H 3.83 -3.71 -0.76 0.050
H 5.61 -2.57 1.45 0.099
H 5.64 -2.07 -0.21 0.105
H 7.49 -3.60 0.17 0.099
H 6.35 -4.33 -0.94 0.106
H 7.18 -5.97 0.68 0.106
H 5.45 -5.78 0.82 0.100
H 6.42 -5.94 3.03 0.101
H 5.74 -4.35 2.83 0.100
H 8.71 -5.03 2.57 0.071
H 7.96 -4.23 3.95 0.066
H 8.03 -3.41 2.39 0.065

No. 4
105
Properties=species:S:1:pos:R:3:lowdin_charge:R:1 method="wB97M-V/def2-TZVPD" gap_ev=8.490 lumo_energy_ev=-2.4 homo_energy_ev=-10.93 charge=+1 relative_energy_kcal_mol=37.94
C -0.87 3.82 -0.67 0.086
C -1.24 3.04 -1.67 -0.135
C -1.36 1.53 -1.65 -0.318
C -1.16 0.94 -0.26 -0.105
C 0.28 0.69 0.10 -0.237
N 0.97 1.27 0.98 0.148
C -0.47 0.87 -2.73 -0.159
C 0.81 1.61 -3.18 -0.106
C 0.75 2.40 -4.51 -0.260
N 0.59 3.85 -4.40 0.014
C -1.39 0.35 -3.76 -0.245
N -0.91 -0.29 -4.84 0.217
N -2.63 0.53 -3.46 0.026
C -3.70 0.04 -4.32 0.038
C -2.81 1.20 -2.17 -0.175
C -3.90 2.25 -2.08 -0.085
C -5.31 1.70 -2.27 -0.195
O -6.12 2.09 -1.16 -0.041
C -7.38 2.47 -1.57 -0.281
O -8.19 1.67 -2.04 0.077
H -0.95 4.89 -0.75 0.077
H -0.43 3.47 0.24 0.047
H -1.53 3.51 -2.59 0.100
H -1.63 -0.04 -0.30 0.126
H -1.69 1.51 0.48 0.133
H 0.77 -0.09 -0.47 0.102
H 0.40 1.98 1.45 0.046
H -0.09 -0.05 -2.29 0.146
H 1.63 0.90 -3.22 0.115
H 1.07 2.31 -2.40 0.114
H 1.69 2.23 -5.02 0.109
H -0.02 2.04 -5.18 0.099
H 1.20 4.23 -3.70 0.076
H -0.37 4.09 -4.21 0.048
H -1.34 -1.18 -5.05 0.133
H 0.10 -0.38 -4.83 0.128
H -4.34 0.85 -4.65 0.106
H -4.31 -0.67 -3.78 0.110
H -3.30 -0.44 -5.20 0.091
H -3.16 0.42 -1.49 0.155
H -3.75 3.03 -2.81 0.126
H -3.88 2.73 -1.12 0.138
H -5.32 0.61 -2.32 0.115
H -5.76 2.07 -3.17 0.087
H -7.59 3.53 -1.44 0.144
C -7.28 5.75 -5.48 -0.014
C -7.20 4.34 -4.96 -0.480
O -6.48 4.04 -4.03 0.044
C -8.07 3.31 -5.64 -0.009
H -6.61 6.39 -4.90 0.084
H -6.98 5.78 -6.53 0.090
H -8.30 6.13 -5.39 0.093
H -7.81 3.25 -6.70 0.090
H -9.12 3.60 -5.56 0.095
H -7.93 2.34 -5.17 0.078
C 1.48 -3.28 0.66 -0.021
C 0.18 -3.91 0.24 -0.507
O -0.12 -4.02 -0.93 0.047
C -0.74 -4.39 1.33 -0.020
H 2.04 -2.99 -0.22 0.078
H 1.28 -2.40 1.27 0.080
H 2.07 -3.99 1.24 0.089
H -1.02 -3.55 1.98 0.085
H -0.23 -5.15 1.93 0.072
H -1.64 -4.82 0.89 0.081
C 0.88 -9.46 3.29 -0.022
C 0.29 -8.50 2.29 -0.504
O 0.93 -7.58 1.85 0.055
C -1.14 -8.74 1.88 -0.021
H 1.91 -9.18 3.51 0.081
H 0.30 -9.44 4.22 0.087
H 0.86 -10.48 2.89 0.087
H -1.80 -8.69 2.75 0.087
H -1.24 -9.73 1.42 0.087
H -1.44 -7.99 1.16 0.076
C 4.27 5.44 2.17 -0.020
C 3.01 4.61 2.24 -0.499
O 2.15 4.69 1.40 0.043
C 2.89 3.66 3.40 -0.020
H 4.24 6.07 1.28 0.080
H 4.35 6.07 3.05 0.087
H 5.14 4.79 2.11 0.084
H 2.92 4.20 4.35 0.092
H 3.71 2.93 3.38 0.062
H 1.95 3.12 3.33 0.072
C 6.25 1.43 4.93 -0.015
C 4.99 0.59 4.99 -0.499
O 4.12 0.69 4.16 0.053
C 4.88 -0.37 6.14 -0.018
H 6.21 2.08 4.06 0.074
H 6.34 2.04 5.83 0.089
H 7.12 0.78 4.85 0.088
H 4.91 0.16 7.09 0.088
H 5.70 -1.09 6.11 0.077
H 3.94 -0.91 6.08 0.082
C 7.12 -4.91 5.95 -0.024
C 7.58 -3.81 5.03 -0.514
O 8.60 -3.20 5.24 0.070
C 6.71 -3.50 3.83 -0.027
H 7.83 -5.02 6.77 0.083
H 6.14 -4.66 6.36 0.083
H 7.04 -5.85 5.41 0.085
H 5.72 -3.19 4.17 0.077
H 6.62 -4.39 3.20 0.084
H 7.16 -2.70 3.26 0.080